(1)
A cluster of 8 separate species, C28H60N4O15S in total. Source: OMol25; level of theory: ωB97M-V/def2-TZVPD.

```
108
Properties=species:S:1:pos:R:3:lowdin_charge:R:1
C -0.01773 19.38434 -23.95104 -0.01
C 0.99540 19.58830 -22.85451 -0.61
O 1.55605 20.67382 -22.79173 0.04
N 1.09366 18.66751 -21.93555 0.01
C 2.11578 18.61131 -20.86154 -0.05
H -1.00203 19.60385 -23.53745 0.09
H -0.06584 18.32148 -24.18791 0.07
H 0.15208 19.91505 -24.88784 0.09
H 0.33095 18.01145 -22.02482 0.13
H 1.85547 19.28557 -20.04563 0.08
H 3.14466 18.87634 -21.10496 0.08
H 2.20529 17.59160 -20.48698 0.08
C -2.50948 15.02297 -15.73781 0.00
C -3.76416 14.37415 -15.13168 -0.61
O -4.24444 14.81915 -14.12909 0.07
N -4.23823 13.31377 -15.72627 0.00
C -5.38815 12.56929 -15.25111 -0.07
H -1.86681 15.39418 -14.93951 0.08
H -2.69280 15.82466 -16.45321 0.08
H -1.85614 14.25071 -16.14383 0.06
H -3.83492 12.99917 -16.59717 0.14
H -5.24393 12.06161 -14.29740 0.09
H -5.48015 11.72063 -15.92891 0.08
H -6.33336 13.09476 -15.38735 0.09
C 8.60904 16.39413 -17.67921 -0.01
C 7.52923 16.08681 -16.61562 -0.53
O 7.16028 17.01538 -15.87340 0.01
N 7.05219 14.85773 -16.59100 0.00
C 6.17067 14.37151 -15.64133 -0.11
H 8.67364 17.47957 -17.75512 0.07
H 8.22226 16.11073 -18.65808 0.07
H 9.62223 16.00649 -17.57302 0.08
H 7.36069 14.22684 -17.31688 0.15
H 5.11227 14.31851 -15.89646 0.09
H 6.08519 14.81495 -14.64928 0.09
H 6.56649 13.40927 -15.31648 0.09
C 0.71389 8.98096 -16.40140 -0.01
C 1.99916 8.96791 -17.16609 -0.57
O 3.06355 8.68375 -16.66673 0.05
N 1.94891 9.27946 -18.50268 0.00
C 3.08933 9.22546 -19.39795 -0.09
H 0.79991 8.67099 -15.35995 0.09
H 0.04104 8.41526 -17.04587 0.08
H 0.21535 9.94740 -16.32693 0.08
H 1.01950 9.47259 -18.84765 0.13
H 2.84632 9.30853 -20.45727 0.08
H 3.76390 8.37586 -19.29200 0.08
H 3.75413 10.08179 -19.28461 0.08
C 9.24319 22.96883 -23.09231 -0.05
C 9.41218 24.40199 -23.62290 -0.23
O 10.59406 24.52057 -24.33716 0.05
C 10.67754 24.86990 -25.57269 -0.57
O 9.71345 25.22713 -26.24870 0.10
O 11.95477 24.70457 -26.04426 -0.01
C 12.23602 24.85151 -27.44864 -0.05
H 9.21476 22.25990 -23.91979 0.08
H 8.30465 22.83859 -22.55354 0.08
H 10.13021 22.86628 -22.46718 0.08
H 9.43930 25.15491 -22.83519 0.13
H 8.52100 24.54242 -24.23459 0.12
H 13.27287 24.62273 -27.69501 0.09
H 11.87856 25.83485 -27.75419 0.09
H 11.77207 24.13748 -28.12909 0.09
C 4.28527 10.77488 -9.45850 -0.05
C 4.88940 12.14194 -9.07740 -0.23
O 6.15228 12.35479 -9.66207 0.04
C 6.95436 13.33184 -9.26218 -0.52
O 6.83158 14.05537 -8.19524 0.04
O 7.85601 13.52349 -10.19940 0.01
C 8.50804 14.77615 -10.27373 -0.04
H 4.11439 10.94817 -10.52099 0.08
H 3.42021 10.52133 -8.84573 0.08
H 5.00806 9.96474 -9.36179 0.07
H 4.97553 12.24859 -7.99606 0.12
H 4.19027 12.92837 -9.36173 0.13
H 8.01261 15.60442 -9.76715 0.10
H 8.63492 14.95064 -11.34216 0.10
H 9.44759 14.74013 -9.72233 0.10
C -2.70861 20.19667 -8.16757 -0.08
C -2.27477 19.71632 -9.49922 -0.25
O -1.01492 20.15426 -9.92809 0.08
C -0.01847 19.33980 -10.12986 -0.58
O 0.00808 18.12079 -10.15083 0.12
O 1.04121 20.10491 -10.44351 0.00
C 2.25540 19.49512 -10.60634 -0.09
H -2.16460 19.75090 -7.33484 0.08
H -3.73422 20.03063 -7.83793 0.08
H -2.55216 21.27191 -8.25405 0.08
H -3.05503 20.00536 -10.20332 0.13
H -2.35473 18.62989 -9.46191 0.12
H 2.30060 18.95157 -11.55006 0.10
H 2.51341 18.80394 -9.80396 0.10
H 3.06155 20.22864 -10.59288 0.10
C 11.09861 9.00268 -15.91701 -0.21
C 12.29875 8.52409 -16.79696 -0.23
C 12.17297 9.25822 -18.08570 -0.23
S 10.35896 9.41642 -18.44165 0.73
O 9.94823 8.49521 -19.51492 -0.35
O 9.98860 10.83502 -18.50385 -0.36
C 9.89270 8.71817 -16.81025 -0.24
H 11.14937 10.04630 -15.60655 0.12
H 10.94223 8.47703 -14.97503 0.11
H 12.39166 7.44949 -16.95414 0.12
H 13.21587 8.80192 -16.27754 0.11
H 12.55124 8.81027 -19.00458 0.10
H 12.57272 10.26779 -17.99040 0.11
H 9.79643 7.64122 -16.94812 0.10
H 8.90896 8.92210 -16.38744 0.11
```

Output
E_HOMO, eV: -9.39
SMILES: O=S1(=O)CCCC1.CCOC(=O)OC.CCOC(=O)OC.CCOC(=O)OC.CNC(C)=O.CNC(C)=O.CNC(C)=O.CNC(C)=O
Lowest unoccupied orbital energy, eV: 0.1404
Frontier orbital gap, eV: 9.54


(2)
A structure of composition C28H60N4O20. Source: OMol25; level of theory: ωB97M-V/def2-TZVPD.

```
112
Properties=species:S:1:pos:R:3:lowdin_charge:R:1
C -16.22671 17.89081 5.57643 0.01
N -17.65541 17.67497 5.93854 -0.12
O -18.34713 17.07797 5.07720 -0.02
O -18.05996 18.19168 6.98348 0.04
H -16.12539 17.45179 4.58390 0.09
H -15.56730 17.48913 6.34578 0.12
H -16.08001 18.94960 5.36300 0.08
C -13.63741 16.31086 7.87429 0.07
N -14.07122 14.93640 7.41055 -0.33
O -13.29316 14.08734 7.00866 0.14
O -15.26553 14.66517 7.36478 0.00
H -14.40682 17.04085 7.62287 0.08
H -12.75103 16.55249 7.28773 0.10
H -13.33617 16.17591 8.91309 0.13
C -12.86488 18.25683 4.09999 0.08
N -13.48399 17.84911 5.41598 -0.30
O -12.95610 18.25507 6.46432 0.05
O -14.48412 17.21536 5.28528 -0.13
H -11.86221 18.67423 4.19231 0.12
H -13.59379 18.89461 3.59993 0.07
H -12.78806 17.33669 3.52072 0.09
C -17.76518 17.45859 2.19144 0.07
N -16.31137 17.58856 2.42813 -0.38
O -15.58441 16.57550 2.26108 0.06
O -15.95628 18.66634 2.79977 0.08
H -18.19870 17.59474 3.18222 0.08
H -18.06319 16.47505 1.82824 0.11
H -18.02550 18.28209 1.52646 0.11
O -13.37154 21.91061 7.40542 0.11
C -14.38293 21.23840 7.33825 -0.42
O -14.83106 20.50345 6.27661 -0.05
C -14.23704 20.63224 5.01418 -0.25
C -14.83849 21.91629 4.41520 -0.03
C -15.24122 20.88524 8.61351 0.03
H -14.37937 19.75888 4.37771 0.05
H -13.16481 20.82384 5.05541 0.13
H -14.59657 21.89876 3.35253 0.09
H -14.51463 22.83205 4.90977 0.08
H -15.91302 21.90896 4.59806 0.06
H -14.98131 19.93349 9.07689 0.07
H -16.31382 20.80042 8.43909 0.03
H -15.17805 21.58433 9.44741 0.11
O -13.62971 15.45676 2.77960 0.07
C -14.03936 14.36101 2.91680 -0.58
O -14.74471 13.91094 3.94309 0.03
C -15.19209 14.89057 5.00707 -0.08
C -16.67835 15.15160 4.58745 -0.03
C -13.67264 13.27787 1.93186 0.02
H -14.80024 15.90769 5.01177 0.03
H -15.13419 14.49398 6.02070 0.02
H -16.69623 15.47520 3.54675 0.07
H -17.17752 15.93772 5.15396 0.05
H -17.21545 14.20371 4.62111 0.09
H -14.51719 12.76793 1.46839 0.08
H -13.17319 12.47725 2.47745 0.09
H -13.06088 13.62599 1.09960 0.08
O -17.22082 19.99685 4.73857 0.02
C -18.13729 20.52290 5.35156 -0.46
O -19.26185 20.93543 4.82140 0.01
C -19.57558 20.93534 3.41266 -0.17
C -20.62074 19.87450 3.04955 -0.04
C -18.14051 20.83669 6.86794 0.03
H -18.61305 20.60485 3.02226 0.10
H -19.70910 21.97341 3.10823 0.13
H -20.50956 19.48470 2.03772 0.08
H -21.60520 20.32895 3.16100 0.08
H -20.54139 19.07563 3.78685 0.08
H -19.15063 20.68399 7.24803 0.04
H -17.85540 21.88806 6.90575 0.12
H -17.51190 20.15128 7.43641 0.05
O -20.45290 20.33130 8.17849 0.05
C -20.72895 19.53715 9.06819 -0.50
O -20.27311 18.28452 9.17632 0.02
C -19.60275 17.61054 8.09778 -0.20
C -19.69627 16.11622 8.23920 -0.04
C -21.69741 19.93996 10.21561 0.03
H -18.61887 18.04811 7.92859 -0.07
H -20.23170 17.86280 7.24403 0.15
H -20.77348 15.96217 8.30218 0.09
H -19.33085 15.70414 9.17982 0.09
H -19.26440 15.63637 7.36093 0.08
H -21.64483 21.02859 10.23066 0.08
H -21.39055 19.63616 11.21644 0.08
H -22.72415 19.62503 10.02930 0.09
O -15.05318 17.21868 9.63815 0.07
C -16.22948 17.10165 9.37222 -0.49
O -17.18239 17.94685 9.74648 0.02
C -16.88148 19.19219 10.38857 -0.17
C -18.11202 20.08437 10.09579 -0.04
C -16.80374 15.92462 8.66366 0.03
H -16.01974 19.68185 9.93498 0.04
H -16.73355 19.23355 11.46769 0.13
H -17.87043 21.11428 10.35849 0.10
H -18.95928 19.88730 10.75261 0.08
H -18.41739 20.03976 9.05039 0.04
H -15.98389 15.34582 8.23831 -0.02
H -17.59080 16.12056 7.93547 0.05
H -17.30714 15.20151 9.30538 0.11
O -21.60732 16.05993 5.39037 0.10
C -20.59381 15.43366 5.24696 -0.53
O -20.27948 14.33079 5.93541 -0.04
C -21.17659 13.49273 6.68193 -0.24
C -21.96814 12.54112 5.85854 -0.09
C -19.56962 15.76301 4.18345 0.00
H -21.80997 13.95291 7.44032 0.12
H -20.60567 12.70419 7.17217 0.12
H -22.72941 13.21230 5.46092 0.08
H -22.43450 11.72499 6.41037 0.09
H -21.46523 12.13873 4.97919 0.09
H -18.92136 16.60407 4.42942 -0.21
H -20.09518 15.97185 3.25164 0.11
H -18.97224 14.85237 4.22792 0.08
```

Output
E_HOMO, eV: -8.80
Lowest unoccupied orbital energy, eV: -1.2449
ΔE to the lowest compared entry with this formula, charge and spin, eV: 22.694
Frontier orbital gap, eV: 7.55